No. 1
C11H31F4K2N2O24P3S5 as an isolated structure at a distorted geometry. Source: the Open Molecules 2025 dataset; level of theory: the ωB97M-V functional and the def2-TZVPD basis.

Its charge is 0. The value obtained for the LUMO energy is -1.90 eV. The HOMO energy comes out at -10.0 eV. The calculation puts the molecular weight at 982.8 g/mol. The HOMO-LUMO gap is 8.05 eV. The value obtained for the energy above the lowest of the compared OMol25 structures with the same formula, charge and spin is 101.51 kcal per mole.

CARTESIAN COORDINATES (ANGSTROEM)
K: 2.5665 -3.7867 -0.0091
K: 3.1045 -0.3162 -1.9203
N: 1.3858 -1.2326 -0.1314
S: -0.0307 -0.4080 -0.4156
O: 0.2053 0.9792 -0.8066
O: -1.1809 -0.7040 0.4502
F: -0.6038 -1.0866 -1.7956
S: 1.5955 -0.7541 1.2903
O: 0.7996 -1.4468 2.3389
O: 1.9762 0.6150 1.5013
F: 3.0162 -1.5515 1.5121
N: 2.6481 -4.7738 2.4802
S: 3.7022 -4.1108 3.6876
O: 4.9845 -3.6842 3.1863
O: 3.6049 -4.5171 5.0668
F: 2.8243 -2.7366 3.8558
S: 3.3973 -6.0518 2.4843
O: 3.4845 -6.9542 3.6230
O: 4.4051 -6.0725 1.4456
F: 2.1922 -6.8855 1.6555
C: -1.6650 -0.1943 3.8557
O: -2.3719 -1.4715 4.0809
P: -3.1127 -2.2642 2.9127
O: -2.2988 -3.2808 2.1576
O: -4.3303 -2.9845 3.7254
C: -4.1704 -4.1555 4.3923
O: -3.8488 -1.1238 2.0177
C: -4.7961 -0.2761 2.6354
H: -2.2855 0.5823 4.3029
H: -1.4359 0.0387 2.8159
H: -0.7040 -0.3815 4.3348
H: -3.3062 -4.7090 4.0250
H: -5.0527 -4.7849 4.2762
H: -4.0696 -4.0635 5.4738
H: -4.4582 0.7572 2.7143
H: -5.1402 -0.6650 3.5938
H: -5.6889 -0.1782 2.0178
C: -1.8045 1.0943 -3.8669
O: -0.8636 1.2093 -4.8802
P: 0.7331 1.5435 -4.7036
O: 1.3563 0.7168 -3.6016
O: 1.2663 1.4600 -6.2042
C: 0.5146 1.8346 -7.3383
O: 0.7182 3.1574 -4.4367
C: 1.9310 3.7359 -4.2703
H: -1.3672 1.3919 -2.9139
H: -2.2509 0.1015 -3.8104
H: -2.6205 1.7613 -4.1450
H: 1.1875 2.2985 -8.0596
H: -0.1737 2.6072 -6.9957
H: 0.0504 0.9569 -7.7881
H: 1.8585 4.8054 -4.4678
H: 2.6943 3.2865 -4.9055
H: 2.2097 3.5627 -3.2309
C: 1.3795 3.9822 2.3179
O: 0.8535 5.2608 1.9155
P: 0.7657 6.5503 2.8691
O: -0.0352 7.6384 2.2576
O: 0.2870 6.1127 4.3878
C: -1.0324 5.6143 4.7298
O: 2.3587 6.8311 3.1089
C: 3.2537 7.0588 2.0496
H: 0.6348 3.3950 2.8551
H: 2.2466 4.1106 2.9658
H: 1.5345 3.3193 1.4666
H: -0.9802 4.8976 5.5493
H: -1.6791 5.2917 3.9139
H: -1.5663 6.4657 5.1519
H: 4.2906 6.7623 2.2073
H: 3.2666 8.1474 1.9955
H: 2.9932 6.6151 1.0886
C: -1.2857 -5.3288 -4.3442
C: -0.3528 -4.2026 -3.8956
O: -0.5191 -3.1797 -4.8217
S: -0.9051 -3.8180 -6.3698
O: 0.3005 -4.0853 -7.1641
O: -2.0979 -3.1330 -6.9743
O: -1.4106 -5.2616 -5.7268
H: -2.2820 -5.2370 -3.9118
H: -0.8053 -6.2750 -4.0950
H: 0.6713 -4.5698 -3.8284
H: -0.6657 -3.8527 -2.9118

Atomic forces in eV per Å
0.0 -0.6 0.5
0.0 0.6 -0.4
-2.8 0.2 -3.4
-5.6 1.4 -2.1
0.4 -2.3 0.6
3.3 0.6 -1.2
1.7 0.1 1.0
1.9 -1.9 10.1
1.5 2.2 -3.2
-0.5 -0.5 -0.8
-0.1 0.4 -1.1
0.4 4.7 4.0
-1.6 5.4 3.1
-1.2 -0.8 -0.3
0.2 -1.0 -1.8
0.8 -0.9 -0.9
-0.2 -10.4 -3.8
0.7 2.3 -1.1
0.4 0.1 0.8
0.4 0.7 0.1
0.1 -1.1 0.3
-0.2 0.6 -0.9
0.5 -1.8 -0.6
-1.4 2.2 1.0
0.3 3.2 -1.7
0.4 -2.7 1.1
0.7 -1.4 0.6
-1.1 0.6 0.2
0.3 0.0 0.1
-0.4 -0.3 -0.1
-0.2 0.6 0.2
0.0 -0.1 0.0
-0.1 0.0 -0.4
0.2 0.6 0.1
0.6 -0.1 0.3
0.2 0.1 0.1
0.1 -0.5 -0.3
-1.1 0.5 1.1
3.6 0.3 -1.6
-2.9 -0.1 0.7
0.1 1.4 -2.2
1.1 -1.3 2.2
-0.4 0.9 -0.3
-2.7 -3.0 -0.9
2.3 1.0 1.0
-0.3 -0.1 0.1
0.5 -0.2 0.0
0.0 0.2 0.3
0.1 -0.2 0.1
-0.5 -0.2 -0.5
-0.2 0.2 0.2
0.0 -0.1 0.0
0.2 0.2 -0.2
0.5 0.4 0.1
-0.5 -0.3 0.5
-0.6 -0.2 0.2
0.2 0.2 0.4
1.0 -1.3 0.6
0.9 -0.4 -1.9
-0.4 1.4 0.3
-1.7 -1.2 1.3
0.3 1.5 -0.9
-0.2 0.4 0.5
0.1 -0.1 -0.3
0.5 0.7 -0.4
0.5 -0.3 -0.4
0.6 -0.4 -0.3
0.0 0.1 0.0
-0.2 -0.4 0.9
0.2 0.0 -0.8
-0.6 0.0 0.1
0.2 -0.3 1.2
-0.4 -0.9 0.6
-0.4 0.7 -2.8
-1.5 -0.3 -0.7
-2.5 1.0 1.8
4.1 -1.8 2.2
0.6 1.5 -2.1
0.1 -0.1 0.2
-0.4 -0.1 0.1
0.2 0.2 -0.3
0.0 0.2 -0.1

---

No. 2
A 7-piece molecular cluster, C3H20NO8 overall at a distorted geometry. Source: the Open Molecules 2025 dataset; level of theory: the ωB97M-V functional and the def2-TZVPD basis.

Its charge is 0. The value obtained for the LUMO energy (alpha / beta) is -0.24 / -0.31 eV. The HOMO energy (alpha / beta) comes out at -2.9 / -8.2 eV. Its multiplicity is 2. The calculation puts the molecular weight at 198.2 g/mol. The HOMO-LUMO gap (alpha / beta) is 2.67 / 7.85 eV. The value obtained for the energy above the lowest of the compared OMol25 structures with the same formula, charge and spin is 66.51 kcal per mole.

CARTESIAN COORDINATES (ANGSTROEM)
O: 2.5278 -0.2134 0.2570
C: 2.4324 0.5131 -0.9220
C: 1.5803 1.7107 -0.5915
N: 0.1078 1.1889 -0.3523
C: -0.8243 2.4610 -0.5015
O: 2.5646 0.1508 -2.0632
H: 2.8006 -1.2096 0.0511
H: 1.5910 2.1257 -1.5766
H: 1.7795 2.5634 0.1037
H: -0.2926 0.5731 -1.0638
H: 0.0190 0.8452 0.5770
H: -0.5739 3.0947 -1.4985
H: -0.6421 3.1673 0.3613
H: -1.7506 1.9665 -0.5174
H: -2.9498 0.2211 2.8877
H: -2.7158 -1.2474 2.5236
O: -2.4186 -0.3522 2.3507
H: 0.4652 -0.2984 -3.1572
H: -0.1444 0.9115 -3.9614
O: -0.3242 0.3498 -3.3103
H: 0.7526 -3.1905 1.4733
H: 0.2769 -1.9699 2.2418
O: 0.0606 -2.5802 1.6024
H: -1.0845 -1.4959 0.5988
H: -2.2053 -0.6277 0.3687
O: -1.3826 -0.8870 0.0196
H: -0.2775 -1.6970 -2.5068
H: -0.0365 -3.1361 -2.0325
O: 0.3746 -2.2336 -2.0745
H: 0.7296 0.2566 3.4067
H: -0.6228 -0.3533 3.8866
O: 0.1831 -0.6072 3.4194

Atomic forces in eV per Å
1.2 -4.5 0.1
-0.5 4.1 4.3
1.3 -1.2 -1.6
-0.9 4.8 -1.3
2.6 0.7 -0.6
0.4 -2.2 -3.5
-0.9 3.2 0.3
-0.6 0.8 -0.6
-0.2 -1.2 0.3
0.8 -0.5 0.3
-0.3 -0.8 0.6
-0.5 -2.0 2.3
-0.4 -1.0 -0.8
-1.7 0.4 0.0
-0.6 0.4 0.4
-0.1 -0.2 0.1
0.2 0.0 -0.1
-1.2 2.3 -0.7
1.6 3.4 -4.2
0.0 -5.5 5.1
1.2 -0.9 -0.2
1.1 2.3 2.5
-2.4 -1.6 -2.2
2.2 -3.6 2.9
-1.5 0.7 0.6
-0.9 2.6 -4.1
-0.9 0.2 -0.2
0.5 1.4 -0.1
0.1 -1.9 0.3
-1.2 -2.2 0.0
0.0 -0.1 -0.3
1.5 2.5 0.5